# 1
Here is a structure of composition H2NO2P at a distorted geometry from OMol25. Energies are from the ωB97M-V functional and the def2-TZVPD basis.

Last column: natural (NBO) charge in e.
Geometry (Å):
1 N -0.036290 -0.542919 1.789887  -1.013
2 O 1.067933 -1.607804 -0.260127  -0.960
3 O -0.263263 0.301194 -1.856057  -0.803
4 P 0.152927 -0.566471 0.163114  1.954
5 H -0.244419 0.355586 2.149633  0.373
6 H 0.683555 0.527947 -1.820189  0.449

Forces on the atoms, in the same order (eV/Å):
N -0.050 0.267 -4.011
O 0.211 -0.425 -1.085
O 0.556 -0.879 4.354
P 0.144 -0.283 0.652
H -0.777 1.263 0.727
H -0.083 0.057 -0.638

spin multiplicity: 1
E_HOMO (spin up / spin down): -11.2 / -11.2 eV
max |F|: 0.0871 Eh/bohr
lowest unoccupied orbital energy (spin up / spin down): -3.01 / -2.99 eV
charge: 0
energy above the lowest of the compared OMol25 structures with the same formula, charge and spin: 84.7 kcal/mol

# 2
Here is a cluster of 2 separate species, H2NOS2 in total at a distorted geometry from OMol25. Energies are from the ωB97M-V functional and the def2-TZVPD basis.

Last column: natural (NBO) charge in e.
Geometry (Å):
1 N -0.644165 -1.336094 0.242501  -1.147
2 O -2.419064 0.327316 0.265147  -1.026
3 S 2.423765 1.301494 0.088189  -0.193
4 S -1.064732 0.078386 -0.235463  0.936
5 H 0.423760 -1.270290 0.200161  0.309
6 H 1.280438 0.899187 -0.560533  0.120

Forces on the atoms, in the same order (eV/Å):
N 2.836 -1.591 0.462
O -2.118 0.849 0.495
S -0.380 -0.175 -0.299
S 0.818 1.163 -1.056
H -1.546 -0.475 0.049
H 0.390 0.229 0.350

spin multiplicity: 3
E_HOMO (spin up / spin down): -1.2 / -4.0 eV
max |F|: 0.0639 Eh/bohr
lowest unoccupied orbital energy (spin up / spin down): 3.39 / 0.78 eV
charge: -1
energy above the lowest of the compared OMol25 structures with the same formula, charge and spin: 0.0 kcal/mol

# 3
Here is a cluster of 2 separate species, H2NP in total at a distorted geometry from OMol25. Energies are from the ωB97M-V functional and the def2-TZVPD basis.

Last column: natural (NBO) charge in e.
Geometry (Å):
1 N 0.648048 -0.291997 -0.378497  -0.868
2 P -0.634491 0.277197 0.199396  0.799
3 H 0.770859 -1.331971 1.136446  0.183
4 H -0.784416 1.346770 -0.957345  -0.114

Forces on the atoms, in the same order (eV/Å):
N 2.512 -3.006 2.020
P -2.542 2.703 -0.646
H 0.117 1.408 -2.596
H -0.087 -1.105 1.222

spin multiplicity: 1
E_HOMO (spin up / spin down): -9.5 / -9.5 eV
max |F|: 0.0857 Eh/bohr
lowest unoccupied orbital energy (spin up / spin down): -0.96 / -0.81 eV
charge: 0
energy above the lowest of the compared OMol25 structures with the same formula, charge and spin: 88.3 kcal/mol

# 4
Here is the ion H2NP2 with charge +1 at a distorted geometry from OMol25. Energies are from the ωB97M-V functional and the def2-TZVPD basis.

Last column: natural (NBO) charge in e.
Geometry (Å):
1 P 1.687626 0.254455 0.062997  1.099
2 N 0.001108 0.237102 -0.014984  -1.188
3 P -1.495016 0.720381 -0.126455  1.117
4 H 1.884443 -0.871283 -0.777567  -0.031
5 H -2.078159 -0.340657 0.856007  0.002

Forces on the atoms, in the same order (eV/Å):
P -3.770 -0.099 0.139
N 3.309 0.373 0.048
P -0.142 -1.759 1.109
H -0.130 0.053 -0.205
H 0.732 1.432 -1.091

spin multiplicity: 1
E_HOMO: -15.6 eV
max |F|: 0.0734 Eh/bohr
SMILES: P=[N+]=P
lowest unoccupied orbital energy: -7.23 eV
charge: +1
energy above the lowest of the compared OMol25 structures with the same formula, charge and spin: 5.0 kcal/mol

# 5
Here is a cluster of 2 separate species, H2O2 in total at a distorted geometry from OMol25. Energies are from the ωB97M-V functional and the def2-TZVPD basis.

Last column: natural (NBO) charge in e.
Geometry (Å):
1 O -1.078394 0.071502 -0.067549  -0.457
2 O 0.147818 0.842463 -0.027559  -0.375
3 H -1.916737 0.566039 -0.327992  0.456
4 H 0.820184 1.065941 -1.358142  0.377

Forces on the atoms, in the same order (eV/Å):
O 0.376 -0.019 -0.581
O 0.314 0.733 -4.023
H 2.066 0.373 0.284
H -2.756 -1.087 4.320

spin multiplicity: 1
E_HOMO: -10.7 eV
max |F|: 0.1019 Eh/bohr
lowest unoccupied orbital energy: -0.76 eV
charge: 0
energy above the lowest of the compared OMol25 structures with the same formula, charge and spin: 65.9 kcal/mol

# 6
Here is a cluster of 2 separate species, H2O2S in total at a distorted geometry from OMol25. Energies are from the ωB97M-V functional and the def2-TZVPD basis.

Last column: natural (NBO) charge in e.
Geometry (Å):
1 O 0.302488 1.577693 0.937323  -0.546
2 O -1.420968 -1.121842 -1.341740  -0.717
3 S -0.567848 -0.628546 -0.163798  0.766
4 H 0.988050 1.079252 1.473734  0.419
5 H 0.698278 -0.906558 -0.905518  0.077

Forces on the atoms, in the same order (eV/Å):
O 0.711 -0.840 0.369
O 0.098 1.012 1.657
S 1.423 -1.562 -3.179
H -0.908 0.599 -0.705
H -1.324 0.791 1.858

spin multiplicity: 1
E_HOMO (spin up / spin down): -10.7 / -9.8 eV
max |F|: 0.0742 Eh/bohr
lowest unoccupied orbital energy (spin up / spin down): -1.55 / -2.23 eV
charge: 0
energy above the lowest of the compared OMol25 structures with the same formula, charge and spin: 14.5 kcal/mol

# 7
Here is the ion H2O4PS with charge -1 at a distorted geometry from OMol25. Energies are from the ωB97M-V functional and the def2-TZVPD basis.

Last column: natural (NBO) charge in e.
Geometry (Å):
1 O -0.765543 0.350990 -2.277494  -0.952
2 S 0.146699 0.224327 -1.204094  2.471
3 O 1.467987 0.683453 -1.411129  -0.966
4 O 0.309836 -1.528916 -0.524968  -1.014
5 P -0.600539 -0.601845 1.197272  0.693
6 O -0.419713 0.844500 0.129720  -0.961
7 H -0.868845 0.411248 2.203930  -0.196
8 H 0.730118 -0.383757 1.886762  -0.074

Forces on the atoms, in the same order (eV/Å):
O -1.215 0.135 -0.759
S 1.326 -5.866 2.670
O 1.289 0.965 -0.288
O -1.131 5.750 -1.829
P 1.792 1.084 1.303
O -0.293 -1.418 -0.265
H -0.807 0.318 0.152
H -0.961 -0.968 -0.984

spin multiplicity: 1
E_HOMO: -4.2 eV
max |F|: 0.1280 Eh/bohr
SMILES: O=S12([O-])O[PH2]1O2
lowest unoccupied orbital energy: 4.10 eV
charge: -1
energy above the lowest of the compared OMol25 structures with the same formula, charge and spin: 59.2 kcal/mol

# 8
Here is the ion H2O4PS with charge -1 at a distorted geometry from OMol25. Energies are from the ωB97M-V functional and the def2-TZVPD basis.

Last column: natural (NBO) charge in e.
Geometry (Å):
1 O 2.205568 0.891022 0.744438  -1.135
2 P 1.031207 0.552097 -0.089610  1.068
3 S -1.157020 -0.523799 0.354157  2.255
4 O -1.711238 0.336355 -0.654595  -1.011
5 O -1.635252 -0.403447 1.677176  -0.972
6 O -0.877298 -1.874765 -0.081134  -0.991
7 H 1.463843 -0.515625 -0.851112  -0.117
8 H 0.680187 1.538159 -1.099320  -0.096

Forces on the atoms, in the same order (eV/Å):
O 0.520 0.938 1.075
P -1.389 -1.116 -0.099
S 2.947 0.393 -1.931
O -1.239 0.479 -0.683
O -0.692 0.458 1.993
O 0.065 -0.219 0.015
H -0.225 -0.539 -0.982
H 0.012 -0.395 0.613

spin multiplicity: 1
E_HOMO: -4.7 eV
max |F|: 0.0689 Eh/bohr
SMILES: O=[PH2]S(=O)(=O)[O-]
lowest unoccupied orbital energy: 4.02 eV
charge: -1
energy above the lowest of the compared OMol25 structures with the same formula, charge and spin: 13.9 kcal/mol